An isolated molecule of C5H8O2 at a distorted geometry. Source: OMol25; level of theory: ωB97M-V/def2-TZVPD.

The geometry in XYZ format:
```
15
Properties=species:S:1:pos:R:3:forces:R:3:nbo_charge:R:1
C 1.3133 1.0601 -0.7206 1.18 0.70 1.07 -0.648
C 0.1160 0.8071 0.2727 -1.13 -0.57 -2.94 0.068
O -0.8958 1.8462 -0.1828 1.93 -0.58 2.98 -0.736
C -0.6472 -0.6348 0.1526 4.16 0.72 1.18 0.214
O -1.7944 -0.5983 -0.5036 -1.98 -0.12 -2.19 -0.706
C 0.1688 -1.9326 0.0976 -2.65 2.95 3.41 -0.182
C -0.3810 -1.5607 1.2548 1.14 -1.17 -1.70 -0.240
H 1.0854 1.1519 -1.8136 -0.30 -0.27 1.11 0.217
H 2.1981 0.3879 -0.6089 -0.89 -0.03 -0.01 0.208
H 1.7607 2.0498 -0.3894 -0.69 -0.88 -0.56 0.219
H 0.4682 0.8206 1.3395 -0.68 0.96 -1.00 0.192
H -1.2351 1.4871 -0.9849 -0.46 -0.59 -0.93 0.470
H -2.5263 -0.4360 0.0703 -0.74 0.31 0.63 0.483
H 0.7539 -2.6749 -0.2861 1.46 -1.44 -1.37 0.218
H -0.3846 -1.7733 2.3024 -0.35 0.01 0.33 0.223
```
Forces are in eV/Å.

Output
DFT total energy (eV): -9405.750
Spin multiplicity: 1
Orbital gap (eV): 10.471
HOMO energy (eV): -9.6
SMILES string: C[C@@H](O)C1(O)C=C1
Relative energy (zero: lowest compared OMol25 entry of this formula, charge and spin) (kcal per mole): 94.1


A structure of composition C39H45LiN2O6Si at a distorted geometry. Source: OMol25; level of theory: ωB97M-V/def2-TZVPD.

The geometry in XYZ format:
```
94
Properties=species:S:1:pos:R:3:forces:R:3:lowdin_charge:R:1
Li 0.0008 0.1786 1.1335 0.12 -0.01 0.75 0.514
C -2.1547 4.3979 -0.8921 -0.72 -0.20 0.64 -0.052
C -2.8484 3.0467 -1.0380 0.50 -1.15 -0.24 -0.161
C -2.6539 2.2138 -2.2003 -1.29 0.08 1.08 -0.167
C -1.7344 2.7040 -3.2834 -0.12 -0.15 0.13 -0.056
C -3.2902 0.9454 -2.2710 0.35 1.22 0.45 -0.169
C -3.0089 0.0990 -3.5182 0.33 -1.15 1.33 -0.062
C -4.1651 0.5441 -1.2147 0.68 0.57 -0.59 -0.181
C -4.7235 -0.8571 -1.2575 -0.78 0.14 0.47 -0.057
C -4.3973 1.3917 -0.1056 0.70 0.11 -0.18 -0.161
C -5.4787 1.0287 0.9194 0.93 0.12 0.86 -0.057
C -3.5605 2.5470 0.0736 -0.81 -0.45 -0.79 -0.165
C -3.4528 3.1780 1.4547 0.62 0.23 0.09 -0.054
H -1.1824 4.2608 -0.4173 0.19 0.09 -0.17 0.079
H -2.7781 4.9973 -0.1973 0.43 -0.07 -0.44 0.071
H -2.0395 4.9657 -1.8196 0.01 -0.27 0.07 0.063
H -1.9402 3.7340 -3.5351 -0.24 0.37 -0.22 0.060
H -1.7719 2.1104 -4.1994 0.04 0.10 0.20 0.060
H -0.7349 2.7162 -2.8659 0.44 -0.15 -0.13 0.056
H -1.9171 0.0331 -3.7030 -0.62 0.27 -0.09 0.081
H -3.5413 0.4741 -4.3891 0.08 0.03 -0.18 0.070
H -3.3017 -0.9598 -3.3386 -0.05 0.71 -0.23 0.064
H -5.3701 -1.0448 -2.1189 -0.01 0.07 -0.09 0.072
H -5.3250 -1.0244 -0.3580 0.18 -0.22 -0.23 0.062
H -3.9485 -1.6225 -1.2702 0.20 0.10 0.06 0.076
H -5.0530 0.3943 1.7264 -0.15 -0.10 -0.54 0.073
H -6.3228 0.5226 0.4472 0.08 0.08 0.09 0.062
H -5.8577 1.8926 1.4952 0.13 -0.02 -0.64 0.070
H -4.2358 3.8848 1.6925 -0.64 0.23 -0.08 0.064
H -2.5213 3.7746 1.6175 -0.52 -0.80 -0.36 0.076
H -3.4822 2.4026 2.2312 0.10 0.08 -0.28 0.080
C 1.7559 3.4545 2.3561 0.11 -0.15 -0.21 -0.196
Si 1.2071 2.1178 3.5700 0.02 -2.68 -0.54 0.321
C 2.2539 2.3749 5.1482 -0.71 1.06 0.27 -0.227
C -0.6551 2.3478 3.7656 0.01 0.63 0.17 -0.199
C 1.2485 0.3836 3.0323 0.01 0.13 -0.48 -0.323
H 1.3051 4.3597 2.6981 -0.58 0.98 0.25 -0.007
H 1.3894 3.2749 1.3462 -0.16 -0.14 -0.06 0.011
H 2.8000 3.7166 2.2632 0.62 -0.30 0.10 0.007
H 2.0397 3.3495 5.6220 0.09 -0.09 0.09 -0.003
H 3.3001 2.4179 4.8465 0.17 -0.33 0.10 -0.005
H 2.0443 1.5827 5.8792 0.26 0.12 -0.31 0.009
H -0.8327 3.4185 3.6137 -0.52 0.01 0.15 0.006
H -1.0207 2.0363 4.7409 0.00 0.17 0.32 0.019
H -1.2457 1.7620 3.0477 0.42 0.20 -0.06 0.008
H 0.3709 -0.2030 3.3601 0.32 0.20 0.02 -0.058
H 2.1037 -0.2657 2.8105 -0.08 0.22 0.22 -0.076
O -3.3906 -1.0358 2.7391 0.97 0.16 -0.75 -0.051
C -2.3994 -1.1155 1.9613 -0.97 -0.98 0.83 -0.634
O -1.7500 -0.2105 1.4012 -0.34 0.54 0.04 -0.107
C -1.9339 -2.5395 1.5942 0.14 -0.27 0.15 -0.098
C -2.1993 -3.6695 2.4028 -0.84 1.97 0.52 -0.041
C -1.9375 -4.9617 2.0172 0.09 -0.70 -0.25 -0.024
C -1.2748 -5.1308 0.8129 -0.14 1.36 0.37 -0.248
O -0.9406 -6.2520 0.1393 0.09 -0.75 -0.82 0.005
C -0.2869 -5.7875 -1.0702 0.95 -1.20 0.33 -0.171
O -0.2460 -4.3944 -1.0957 -0.60 -0.23 0.64 0.017
C -0.8978 -4.0157 0.0909 -0.08 0.29 -0.54 -0.183
C -1.2489 -2.7220 0.3872 0.08 -0.41 -0.17 0.052
H -2.7217 -3.4753 3.3627 0.33 -0.13 -0.81 0.118
H -2.3289 -5.7666 2.6282 0.32 -0.22 -0.14 0.103
H -0.7973 -6.2003 -1.9560 -0.04 0.16 0.25 0.128
H 0.7372 -6.2103 -0.9843 -0.29 0.30 -0.42 0.132
H -0.9986 -1.9647 -0.3632 -0.19 0.06 0.74 0.131
O 0.9178 2.7176 -1.4329 1.25 -1.18 0.19 -0.008
C 1.4581 1.6260 -1.2008 -1.39 -0.85 0.05 -0.523
N 2.7375 1.2399 -1.6448 0.10 0.25 -1.12 0.130
C 3.0329 -0.1706 -1.3156 -0.22 0.37 -0.07 -0.251
C 1.7537 -0.4901 -0.4957 -1.92 -1.02 1.41 -0.449
O 1.5558 -1.5548 0.1529 0.86 1.99 -1.67 0.009
N 0.8692 0.5519 -0.5167 1.71 0.40 -0.90 0.099
C 4.2006 -0.2136 -0.3404 0.80 0.05 0.42 -0.120
C 5.4022 -0.8546 -0.6418 -1.30 0.17 -0.84 -0.055
C 6.3908 -0.9940 0.2956 0.20 -0.17 0.29 -0.118
C 6.2417 -0.4557 1.5607 0.25 0.41 -0.17 -0.097
C 5.1175 0.3350 1.8314 0.78 -0.47 -0.14 -0.063
C 4.1025 0.4325 0.9098 -0.35 -0.53 -0.86 -0.005
C 3.1323 -1.2071 -2.4716 -0.37 0.81 -0.11 -0.127
C 2.9462 -0.8599 -3.8138 0.09 0.05 0.31 -0.029
C 2.9715 -1.8238 -4.8169 0.05 -0.23 -0.23 -0.100
C 3.1796 -3.1674 -4.5118 0.09 0.92 0.83 -0.110
C 3.3650 -3.5184 -3.1784 -0.41 -0.36 0.09 -0.082
C 3.2980 -2.5570 -2.1783 0.19 -0.30 0.46 -0.041
H 3.0749 1.7246 -2.4916 -0.11 -0.61 0.94 0.141
H 5.5109 -1.2790 -1.6376 0.14 -0.05 0.22 0.107
H 7.2489 -1.5666 -0.0020 0.49 -0.13 0.21 0.087
H 7.0475 -0.6086 2.2749 -0.25 0.18 0.11 0.090
H 5.0521 0.8773 2.7518 -0.20 0.02 0.50 0.096
H 3.1867 0.9319 1.1796 -0.23 0.25 0.05 0.093
H 2.7456 0.1729 -4.0703 0.02 0.01 -0.04 0.100
H 2.8222 -1.5409 -5.8591 -0.03 0.07 0.25 0.093
H 3.1699 -3.9097 -5.2709 0.05 -0.51 -0.59 0.078
H 3.4619 -4.5756 -2.8955 0.05 0.50 -0.13 0.103
H 3.3476 -2.8675 -1.1367 0.04 0.12 -0.17 0.125
```
Forces are in eV/Å.

Output
Net charge: -2
DFT total energy (eV): -64524.899
Spin multiplicity: 1
Orbital gap (eV): 4.340
HOMO energy (eV): -0.2


A structure of composition C30H40F6N2OPd at a distorted geometry. Source: OMol25; level of theory: ωB97M-V/def2-TZVPD.

The geometry in XYZ format:
```
80
Properties=species:S:1:pos:R:3:forces:R:3:lowdin_charge:R:1
Pd 0.4576 0.3775 -0.3815 3.44 7.14 -5.94 1.135
C -1.7638 0.2051 4.7855 -0.16 0.15 -0.06 -0.063
C -0.5902 -0.5867 4.1999 0.04 -0.02 0.15 -0.384
C -0.2797 -1.8161 5.0617 0.08 -0.10 0.03 -0.075
C 0.6337 0.3154 4.0150 0.05 0.02 -0.14 -0.116
C 1.3106 0.7993 5.1533 -0.16 -0.13 -0.81 -0.035
C 2.4122 1.6368 5.0343 -0.15 -0.10 -0.36 -0.074
C 2.8462 2.0214 3.7720 -0.55 -0.38 -0.36 -0.033
C 2.1878 1.5796 2.6059 -0.09 -0.15 -0.14 -0.108
C 2.6852 2.0643 1.2409 0.36 0.40 0.44 -0.401
C 2.6891 3.5949 1.1435 -0.15 0.15 0.06 -0.055
C 4.0735 1.4973 0.9290 0.03 -0.12 -0.11 -0.072
C 1.0770 0.6905 2.7126 1.64 1.77 3.16 -0.202
N 0.3970 0.2725 1.6092 -0.71 -2.69 -0.07 0.016
C 0.9512 -0.8134 0.9852 1.10 -0.24 7.08 -0.324
C 0.5635 -1.4960 -0.1267 -2.50 -5.95 -2.66 -0.322
N -0.5095 -1.2975 -0.9371 0.34 -0.71 2.27 0.025
C -0.6562 -2.1343 -1.9969 -1.01 -1.92 -3.23 -0.200
C -1.2796 -3.4095 -1.8607 0.16 0.18 0.04 -0.119
C -1.5437 -4.1835 -3.0095 0.26 0.62 0.33 -0.039
C -1.2307 -3.7186 -4.2803 0.00 0.17 0.37 -0.077
C -0.6452 -2.4672 -4.4291 0.07 0.13 0.76 -0.031
C -0.3466 -1.6639 -3.3114 0.14 0.09 -0.09 -0.098
C 0.2436 -0.2596 -3.5021 -0.28 -0.33 -0.71 -0.360
C 1.1347 -0.1062 -4.7431 0.05 -0.24 -0.01 -0.071
C -0.8706 0.7934 -3.5403 0.21 -1.75 -0.04 -0.091
C -1.7327 -3.9336 -0.4951 -0.01 -0.17 -0.11 -0.384
C -1.1101 -5.2966 -0.1734 0.11 -0.09 0.05 -0.072
C -3.2619 -4.0001 -0.4095 -0.16 0.12 0.02 -0.065
H -2.6570 -0.4251 4.8556 0.11 0.04 0.00 0.079
H -2.0099 1.0649 4.1522 0.05 -0.12 0.09 0.085
H -1.5431 0.5827 5.7898 0.06 -0.06 -0.11 0.079
H -0.9280 -0.9808 3.2359 0.22 0.27 -0.07 0.118
H -0.0474 -1.5498 6.0980 0.00 0.02 -0.13 0.073
H 0.5732 -2.3717 4.6567 -0.08 0.06 0.08 0.080
H -1.1407 -2.4933 5.0841 0.08 0.12 0.00 0.078
H 0.9677 0.5224 6.1437 -0.06 -0.07 -0.09 0.109
H 2.9238 1.9943 5.9191 -0.01 -0.01 -0.02 0.103
H 3.7041 2.6790 3.6904 -0.06 -0.01 -0.11 0.109
H 2.0169 1.7239 0.4435 0.20 0.24 0.46 0.038
H 3.4123 4.0535 1.8259 -0.04 -0.12 -0.02 0.077
H 1.6996 4.0034 1.3775 0.23 -0.10 -0.05 0.075
H 2.9503 3.9121 0.1279 -0.04 -0.07 0.10 0.083
H 4.8314 1.8585 1.6326 -0.14 -0.04 -0.04 0.081
H 4.3903 1.7885 -0.0783 -0.02 0.02 0.09 0.080
H 4.0700 0.4028 0.9756 0.04 0.06 0.03 0.073
H 1.8623 -1.2387 1.4149 0.27 0.55 -0.13 0.150
H 1.2426 -2.3182 -0.3642 0.16 0.28 -0.47 0.152
H -2.0297 -5.1475 -2.9104 0.04 0.04 0.12 0.108
H -1.4635 -4.3179 -5.1519 0.01 0.01 0.03 0.102
H -0.4437 -2.1100 -5.4313 0.12 0.10 0.11 0.105
H 0.9028 -0.0372 -2.6541 -0.13 -0.05 -0.14 0.063
H 0.5565 -0.1416 -5.6728 0.05 -0.02 0.12 0.076
H 1.8984 -0.8902 -4.7820 -0.06 0.07 -0.06 0.083
H 1.6495 0.8611 -4.7229 -0.13 -0.11 0.05 0.080
H -1.5497 0.6263 -4.3839 0.03 -0.31 -0.10 0.113
H -0.4489 1.7996 -3.6404 -1.12 -3.42 0.03 0.006
H -1.4732 0.7803 -2.6261 0.97 -1.20 -0.56 0.047
H -1.4122 -3.2612 0.3058 0.07 0.16 -0.25 0.115
H -1.4598 -6.0827 -0.8509 0.04 0.13 0.03 0.075
H -1.3685 -5.6041 0.8458 0.00 0.04 -0.12 0.079
H -0.0177 -5.2530 -0.2442 -0.13 -0.04 -0.01 0.079
H -3.6841 -4.7160 -1.1229 0.13 0.07 0.04 0.078
H -3.7076 -3.0205 -0.6153 0.07 -0.14 0.01 0.085
H -3.5776 -4.3067 0.5938 0.06 0.01 -0.11 0.078
C -2.4312 2.5826 -2.0727 -1.45 1.29 -0.57 0.008
C -1.0898 3.0581 -1.4763 -0.70 -0.84 -0.35 -0.454
O -0.4566 1.9610 -1.0283 0.13 1.34 0.33 -0.265
C -0.3014 3.8269 -2.5488 0.41 1.48 -0.73 -0.474
F -1.0133 4.8806 -3.0360 0.51 -0.68 0.07 0.142
F -0.0160 3.0604 -3.6376 1.56 4.11 0.33 0.121
F 0.8756 4.3359 -2.1113 -0.56 -0.62 -0.27 0.152
C -1.3628 4.1001 -0.3797 -0.82 1.04 1.33 -0.507
F -2.1103 3.5995 0.6426 0.65 -0.10 -0.70 0.137
F -0.2437 4.6240 0.1762 -0.53 -0.49 -0.23 0.135
F -2.0795 5.1550 -0.8570 0.29 -0.48 0.35 0.130
H -2.2850 1.8810 -2.9048 -0.62 1.41 0.79 0.045
H -3.0125 3.4266 -2.4634 0.02 -0.03 0.19 0.102
H -3.0583 2.0800 -1.3243 0.48 0.17 0.06 0.116
H 2.0526 0.3775 -0.9457 -2.52 0.14 0.70 0.215
```
Forces are in eV/Å.

Output
DFT total energy (eV): -56564.348
Spin multiplicity: 1
Orbital gap (eV): 6.337
HOMO energy (eV): -8.6